Density functional theory data (ωB97M-V with the def2-TZVPD basis set) for one molecule with the formula CH3F3NO4PS at a distorted geometry.

Summary:
- Energy: -39035.971 eV
- Total charge: 0
- <S²>: 2.006
- Multiplicity: 3
- Gap between HOMO and LUMO (spin up / spin down): 0.1654 / 0.2597 Eh
- HOMO (spin up / spin down): -4.0 / -11.6 eV

```
14
Properties=species:S:1:pos:R:3:forces:R:3:nbo_charge:R:1
C -2.0029 -0.9249 -0.0077 -1.678 3.063 0.624 0.788
N 0.3667 0.1671 1.1217 0.576 -0.760 2.152 -0.722
O -0.6806 1.0080 -1.1276 0.145 0.360 -0.471 -0.934
O -1.7844 1.6148 1.0784 0.251 -0.393 -0.593 -0.873
O 2.7354 -0.5210 0.6741 1.747 -0.734 0.505 -1.027
O 2.0987 1.2900 -0.7156 1.804 0.845 0.992 -0.970
F -2.3909 -1.5345 1.0839 0.622 -0.597 0.453 -0.293
F -3.1425 -0.4856 -0.6004 0.624 -0.319 -0.193 -0.318
F -1.3097 -1.6376 -0.8120 0.633 -1.730 -0.911 -0.290
P 1.4834 0.0133 -0.0532 1.024 -0.917 -2.613 1.704
S -0.9920 0.7282 0.2506 -4.902 1.321 0.326 1.975
H 2.7540 -0.4342 1.6385 -0.108 -0.011 0.074 0.516
H 1.7196 1.6649 -1.4917 -1.026 0.312 -0.864 0.530
H 1.1450 -0.9487 -1.0390 0.289 -0.441 0.518 -0.085
```
Forces are in eV/Å.

---

Density functional theory data (ωB97M-V with the def2-TZVPD basis set) for an isolated ion of composition CH3F3NS and charge +1 at a distorted geometry.

Summary:
- Energy: -21549.797 eV
- Total charge: +1
- Gap between HOMO and LUMO (spin up / spin down): 0.3597 / 0.3597 Eh
- HOMO (spin up / spin down): -16.7 / -16.7 eV

```
9
Properties=species:S:1:pos:R:3:forces:R:3:nbo_charge:R:1
C -0.4726 0.5688 -0.5268 -3.082 -0.426 2.061 -0.466
N 0.7131 0.3452 0.2206 2.317 0.573 1.525 -0.223
F -0.6073 -1.3593 1.4699 2.253 -0.788 -0.257 -0.414
F 0.4491 -1.8506 -0.5279 0.805 -0.312 1.309 -0.383
F 1.2409 1.7103 0.5913 -0.519 -4.253 0.100 -0.124
S 0.8920 -1.2331 0.8436 -3.042 3.856 -1.030 1.835
H -0.9237 1.5526 -0.1820 0.142 -1.543 -0.235 0.282
H -1.1378 -0.3922 -0.4007 0.733 2.581 -0.437 0.255
H -0.1536 0.6584 -1.4881 0.393 0.313 -3.036 0.238
```
Forces are in eV/Å.

---

Density functional theory data (ωB97M-V with the def2-TZVPD basis set) for an isolated ion of composition CH3F3P and charge +1 at a distorted geometry.

Summary:
- Energy: -18521.271 eV
- Total charge: +1
- Gap between HOMO and LUMO: 0.5634 Eh
- HOMO: -20.5 eV

```
8
Properties=species:S:1:pos:R:3:forces:R:3:nbo_charge:R:1
C -0.5425 0.8400 -0.3904 -2.094 -3.480 1.241 -1.000
F 0.3098 -0.8361 1.7053 -0.907 0.497 0.817 -0.485
F 2.0415 -0.6539 0.2345 -1.876 1.531 -0.808 -0.474
F 0.1202 -1.8033 -0.4625 -0.343 0.949 0.001 -0.491
P 0.4814 -0.4985 0.2551 1.899 -2.642 -0.067 2.483
H -0.5893 0.5606 -1.4500 0.045 0.964 -0.044 0.318
H -0.1872 1.7324 0.0013 0.760 2.086 -0.073 0.302
H -1.6339 0.6589 0.1066 2.515 0.095 -1.067 0.348
```
Forces are in eV/Å.

---

Going through the records in order, we get energy above the lowest of the compared OMol25 structures with the same formula, charge and spin values of 0.0, 66.7, 0.1 kcal per mole.